This record from the Open Molecules 2025 dataset describes a 16-piece molecular cluster, C95H219N13O16 overall. The level of theory is wB97M-V/def2-TZVPD.

Summary:
molecular weight	1799.872	g/mol
orbital gap	7.94	eV
E_tot	-154181.13414	eV
highest occupied orbital energy	-7.7	eV
max |F|	4.16	eV/Å

The geometry in ORCA input format:
```
! RIJCOSX wB97M-V def2-TZVPD def2/J DEFGRID3
* xyz 0 1
C -0.45 1.06 -2.99
C 0.41 0.55 -1.89
C 1.02 1.81 -1.15
C 1.67 1.42 0.17
C 0.57 0.85 1.16
C -0.11 -0.43 0.51
N -0.47 -0.16 -0.89
O -1.34 -1.12 -1.49
C 0.86 -1.57 0.68
C -1.41 -0.68 1.37
C 1.46 -0.43 -2.40
H -1.17 1.73 -2.52
H -0.87 0.33 -3.69
H 0.16 1.66 -3.66
H 1.72 2.30 -1.84
H 0.26 2.55 -0.91
H 2.28 2.20 0.62
H 2.42 0.67 -0.12
H -0.21 1.59 1.30
H 1.00 0.66 2.14
H 0.65 -2.25 1.51
H 0.83 -2.25 -0.16
H 1.90 -1.28 0.84
H -2.05 0.20 1.29
H -1.95 -1.58 1.10
H -1.00 -0.76 2.38
H 1.95 -0.96 -1.59
H 2.17 0.10 -3.03
H 0.98 -1.26 -2.92
H -2.19 -0.69 -1.38
C 0.15 -6.81 -1.19
C -0.41 -6.88 0.31
C -0.87 -5.50 0.83
C -2.15 -5.02 0.11
C -3.29 -5.97 0.34
C -2.94 -7.40 -0.02
N -1.60 -7.76 0.49
O -1.31 -9.03 0.09
C -3.97 -8.25 0.76
C -2.99 -7.55 -1.57
C 0.68 -7.37 1.29
H -0.53 -6.37 -1.92
H 0.35 -7.82 -1.55
H 1.08 -6.26 -1.08
H -0.99 -5.55 1.91
H -0.15 -4.70 0.69
H -2.03 -4.88 -0.96
H -2.44 -4.02 0.42
H -4.10 -5.75 -0.35
H -3.82 -5.86 1.29
H -4.91 -7.71 0.86
H -4.13 -9.17 0.20
H -3.60 -8.43 1.77
H -2.60 -6.65 -2.05
H -2.67 -8.49 -2.03
H -4.03 -7.55 -1.90
H 0.33 -7.71 2.26
H 1.49 -6.66 1.48
H 1.11 -8.29 0.91
H -1.54 -9.59 0.83
C 2.31 5.74 -2.22
C 3.79 5.36 -1.93
C 3.72 4.90 -0.46
C 4.91 4.10 -0.03
C 5.15 2.85 -0.96
C 5.24 3.15 -2.43
N 4.16 4.19 -2.75
O 4.00 4.40 -4.13
C 6.67 3.73 -2.81
C 5.02 1.82 -3.20
C 4.78 6.59 -2.03
H 2.00 6.59 -1.61
H 1.57 4.97 -1.98
H 2.35 6.10 -3.24
H 3.61 5.70 0.27
H 2.96 4.12 -0.39
H 4.82 3.73 0.99
H 5.84 4.67 -0.09
H 4.41 2.06 -0.85
H 6.14 2.49 -0.65
H 6.97 4.35 -1.96
H 7.39 2.91 -2.86
H 6.65 4.31 -3.73
H 5.82 1.08 -3.13
H 4.07 1.37 -2.94
H 4.98 2.15 -4.24
H 5.10 6.80 -3.05
H 5.67 6.35 -1.45
H 4.39 7.53 -1.64
H 3.20 3.91 -4.35
C 4.26 2.80 5.87
C 3.59 1.61 5.17
C 3.49 1.86 3.66
C 4.68 1.46 2.80
C 5.13 0.07 3.06
C 5.45 -0.17 4.57
N 4.29 0.33 5.39
O 4.42 -0.15 6.72
C 5.54 -1.68 4.67
C 6.78 0.55 4.76
C 2.20 1.41 5.64
H 5.29 2.75 5.52
H 4.36 2.82 6.96
H 3.87 3.79 5.66
H 2.62 1.38 3.21
H 3.39 2.94 3.57
H 5.53 2.14 2.93
H 4.41 1.52 1.75
H 5.96 -0.04 2.36
H 4.39 -0.62 2.65
H 6.13 -2.07 5.50
H 4.60 -2.18 4.90
H 5.88 -2.14 3.74
H 6.95 1.53 4.31
H 7.15 0.56 5.79
H 7.55 0.00 4.22
H 1.80 2.42 5.50
H 2.10 1.14 6.69
H 1.73 0.59 5.11
H 4.03 -1.02 6.62
C -1.40 4.45 2.22
C -0.49 5.21 3.21
C 0.94 4.64 2.96
C 2.11 5.58 3.47
C 1.89 7.00 2.94
C 0.45 7.56 3.30
N -0.59 6.65 2.86
O -1.82 7.17 3.25
C 0.54 7.91 4.84
C 0.32 8.88 2.56
C -0.84 4.98 4.67
H -1.23 3.38 2.22
H -1.28 4.83 1.20
H -2.44 4.64 2.50
H 1.03 3.75 3.58
H 1.09 4.32 1.93
H 3.08 5.33 3.05
H 2.18 5.52 4.56
H 2.01 6.92 1.86
H 2.71 7.64 3.28
H 1.25 8.71 5.05
H -0.38 8.39 5.18
H 0.79 7.08 5.50
H -0.58 9.39 2.90
H 1.16 9.52 2.80
H 0.29 8.74 1.48
H 0.03 5.24 5.28
H -1.04 3.91 4.75
H -1.75 5.46 5.02
H -2.01 7.85 2.60
C -2.70 1.91 -6.15
C -4.11 1.50 -6.41
C -4.03 -0.02 -6.80
C -5.43 -0.62 -6.82
C -6.18 -0.38 -5.45
C -6.29 1.07 -5.00
N -4.93 1.71 -5.22
O -4.82 3.00 -4.70
C -7.44 1.69 -5.75
C -6.50 0.96 -3.44
C -4.62 2.42 -7.53
H -2.41 2.96 -6.06
H -2.05 1.33 -6.80
H -2.43 1.53 -5.16
H -3.56 -0.20 -7.77
H -3.59 -0.51 -5.94
H -5.38 -1.67 -7.11
H -6.02 -0.21 -7.63
H -5.71 -1.02 -4.69
H -7.15 -0.85 -5.59
H -7.51 1.35 -6.78
H -8.38 1.39 -5.29
H -7.43 2.78 -5.78
H -6.97 1.83 -2.99
H -7.16 0.11 -3.25
H -5.62 0.69 -2.85
H -4.83 3.45 -7.24
H -5.59 2.04 -7.86
H -3.96 2.34 -8.39
H -4.31 2.87 -3.89
C -4.82 -2.46 5.16
C -4.80 -0.99 5.68
C -5.06 -1.05 7.24
C -4.69 0.24 7.96
C -3.24 0.67 7.73
C -2.92 0.71 6.18
N -3.39 -0.48 5.47
O -3.13 -0.45 4.12
C -3.55 2.05 5.62
C -1.39 0.74 6.15
C -5.95 -0.22 5.05
H -4.21 -3.07 5.82
H -4.25 -2.63 4.25
H -5.82 -2.85 4.97
H -6.08 -1.34 7.46
H -4.40 -1.82 7.64
H -4.72 0.13 9.04
H -5.49 0.96 7.75
H -2.68 -0.15 8.18
H -3.08 1.57 8.32
H -3.67 1.91 4.54
H -4.41 2.50 6.10
H -2.80 2.83 5.75
H -0.95 -0.01 6.82
H -1.03 0.62 5.13
H -0.95 1.70 6.43
H -6.94 -0.56 5.38
H -5.83 -0.26 3.97
H -5.91 0.80 5.43
H -2.69 -1.28 3.91
C 4.69 -5.40 -2.94
C 4.68 -4.64 -1.61
C 4.69 -5.75 -0.52
C 4.97 -5.10 0.85
C 6.33 -4.46 0.89
C 6.53 -3.35 -0.25
N 5.93 -3.85 -1.56
O 6.07 -2.91 -2.53
C 6.01 -2.00 0.25
C 8.08 -3.24 -0.38
C 3.42 -3.76 -1.49
H 4.75 -4.82 -3.87
H 3.76 -5.96 -2.98
H 5.57 -6.05 -3.00
H 3.72 -6.24 -0.37
H 5.40 -6.51 -0.81
H 4.92 -5.85 1.64
H 4.23 -4.32 1.07
H 7.15 -5.17 0.82
H 6.49 -4.00 1.87
H 4.92 -2.02 0.33
H 6.46 -1.90 1.23
H 6.37 -1.28 -0.49
H 8.51 -4.17 -0.74
H 8.46 -2.56 -1.14
H 8.48 -2.96 0.60
H 3.35 -3.19 -2.42
H 3.28 -3.21 -0.56
H 2.59 -4.46 -1.39
H 6.75 -3.30 -3.09
C -4.38 2.19 1.45
O -5.16 2.03 0.26
H -3.58 2.89 1.24
H -4.94 2.50 2.33
H -3.91 1.24 1.68
H -6.09 2.08 0.52
C 4.48 -1.53 -5.42
O 4.04 -1.03 -6.64
H 5.10 -2.42 -5.48
H 4.98 -0.76 -4.83
H 3.61 -1.66 -4.77
H 3.58 -0.20 -6.49
C -3.54 -5.95 3.97
O -3.99 -6.03 5.39
H -2.55 -5.50 3.90
H -3.54 -6.98 3.64
H -4.29 -5.38 3.41
H -4.12 -6.95 5.63
C -2.51 4.45 -2.89
C -3.41 3.94 -1.80
C -4.72 4.69 -1.73
O -4.54 6.03 -1.26
C -4.59 6.18 0.19
N -3.54 2.52 -1.96
H -2.36 5.46 -2.51
H -2.96 4.39 -3.88
H -1.54 3.94 -2.86
H -3.04 4.14 -0.80
H -5.43 4.17 -1.08
H -5.17 4.86 -2.70
H -3.75 5.76 0.74
H -5.49 5.68 0.55
H -4.70 7.24 0.44
H -2.76 1.90 -1.81
H -4.17 2.20 -1.24
C 1.00 -2.18 6.58
C 0.44 -2.31 5.17
C 0.99 -3.58 4.46
O 2.37 -3.53 4.36
C 2.86 -4.32 3.29
N -1.01 -2.47 5.18
H 1.10 -1.13 6.89
H 1.96 -2.67 6.76
H 0.41 -2.78 7.27
H 0.64 -1.44 4.55
H 0.48 -3.78 3.52
H 0.85 -4.48 5.05
H 2.60 -3.80 2.37
H 2.41 -5.30 3.14
H 3.94 -4.43 3.41
H -1.11 -3.19 5.87
H -1.35 -1.63 5.62
C -0.78 -2.31 -7.74
C 0.24 -2.58 -6.64
C -0.12 -3.80 -5.75
O -1.28 -3.52 -4.97
C -1.26 -4.03 -3.65
N 1.55 -2.67 -7.16
H -0.81 -3.09 -8.50
H -0.63 -1.38 -8.30
H -1.79 -2.19 -7.34
H 0.25 -1.71 -5.97
H 0.74 -4.03 -5.12
H -0.32 -4.68 -6.37
H -2.09 -3.71 -3.03
H -0.30 -3.81 -3.18
H -1.35 -5.11 -3.70
H 1.98 -1.76 -7.25
H 2.07 -3.15 -6.43
C 2.90 1.89 -8.11
C 2.85 2.35 -6.70
C 1.68 3.25 -6.51
O 1.55 3.73 -5.18
C 0.41 4.49 -4.86
N 2.70 1.24 -5.82
H 3.52 1.01 -8.28
H 3.30 2.65 -8.78
H 1.95 1.52 -8.47
H 3.72 2.95 -6.45
H 0.72 2.85 -6.82
H 1.82 4.13 -7.14
H 0.29 4.86 -3.84
H -0.52 3.99 -5.13
H 0.47 5.39 -5.47
H 2.55 1.76 -4.97
H 1.87 0.69 -5.99
C -4.29 -2.60 -1.64
C -4.93 -1.40 -0.87
C -5.19 -1.67 0.66
O -6.23 -2.62 0.70
C -6.27 -3.28 2.01
N -3.97 -0.32 -1.09
H -4.17 -2.25 -2.67
H -5.02 -3.40 -1.77
H -3.51 -3.09 -1.07
H -5.84 -1.14 -1.41
H -5.67 -0.77 1.04
H -4.26 -1.99 1.14
H -6.40 -2.57 2.84
H -5.40 -3.91 2.17
H -7.14 -3.92 2.03
H -3.82 -0.11 -2.07
H -4.46 0.40 -0.59
*
```

Löwdin population analysis, charges in e, atoms 1 to 8: -0.039, -0.472, -0.112, -0.165, -0.087, -0.456, -0.082, -0.033

=====

This record from the Open Molecules 2025 dataset describes C16H23ClN4O13P3W as an isolated structure. The level of theory is wB97M-V/def2-TZVPD.

Summary:
molecular weight	791.590	g/mol
orbital gap	6.81	eV
E_tot	-91749.71435	eV
highest occupied orbital energy	-11.5	eV
max |F|	0.65	eV/Å

The geometry in ORCA input format:
```
! RIJCOSX wB97M-V def2-TZVPD def2/J DEFGRID3
* xyz 1 1
W -0.20 0.53 0.00
C 0.70 -1.65 -4.42
C 1.35 -0.74 -3.38
O 2.67 -0.35 -3.76
P 1.45 -1.71 -1.76
O 3.03 -1.94 -1.71
O -1.24 -0.97 0.45
O 1.29 -0.43 -0.65
P 0.33 0.74 -3.09
O 1.33 1.71 -2.32
O -0.34 1.34 -4.25
O -0.65 0.23 -1.94
H 1.29 -2.56 -4.54
H 0.62 -1.13 -5.37
H -0.31 -1.93 -4.11
H 2.78 -0.46 -4.71
H 3.51 -1.33 -2.31
H -2.17 -1.00 0.13
H 1.32 2.61 -2.66
O -0.63 1.72 1.81
Cl 0.66 2.51 1.87
O 1.35 2.24 3.07
O 0.44 3.87 1.62
O 1.36 1.84 0.72
C 2.94 -2.90 2.84
N 3.11 -1.52 3.28
C 2.39 -1.33 4.54
N 0.98 -1.70 4.48
C 0.87 -3.08 4.00
N 1.54 -3.31 2.72
C 0.86 -2.62 1.63
P 0.90 -0.81 1.95
C 2.69 -0.56 2.26
C 0.20 -0.78 3.65
H 3.42 -3.56 3.57
H 3.44 -3.04 1.88
H 2.48 -0.28 4.85
H 2.87 -1.95 5.30
H -0.18 -3.36 3.92
H 1.34 -3.73 4.75
H -0.18 -2.95 1.57
H 1.34 -2.85 0.68
H 2.89 0.45 2.60
H 3.24 -0.73 1.33
H -0.85 -1.08 3.62
H 0.25 0.23 4.06
O -0.66 2.63 -0.75
C -1.88 2.34 -0.83
N -2.18 1.21 -0.20
C -3.41 0.72 -0.69
O -3.79 -0.40 -0.50
C -3.97 1.83 -1.51
C -5.18 1.93 -2.17
C -5.40 3.09 -2.92
C -4.44 4.09 -3.01
C -3.21 3.98 -2.36
C -3.01 2.85 -1.60
H -5.92 1.14 -2.12
H -6.33 3.20 -3.45
H -4.64 4.96 -3.61
H -2.46 4.76 -2.44
*
```

Löwdin population analysis, charges in e, atoms 1 to 8: 1.856, -0.084, -0.665, -0.068, 0.947, -0.239, -0.333, -0.657

=====

This record from the Open Molecules 2025 dataset describes C21H19Br2CdN4O8S as an isolated structure. The level of theory is wB97M-V/def2-TZVPD.

Summary:
molecular weight	759.690	g/mol
orbital gap	5.63	eV
E_tot	-199913.24445	eV
highest occupied orbital energy	-3.8	eV
max |F|	0.48	eV/Å

The geometry in ORCA input format:
```
! RIJCOSX wB97M-V def2-TZVPD def2/J DEFGRID3
* xyz -1 1
Cd 0.93 -1.03 -1.00
Br -1.35 2.42 -0.79
C -2.16 0.73 -0.50
C -3.36 0.66 0.18
C -3.95 -0.59 0.30
C -3.36 -1.68 -0.30
C -2.15 -1.51 -0.96
N -1.54 -0.31 -1.01
C -1.53 -2.67 -1.76
O -2.27 -3.62 -1.95
O -0.35 -2.47 -2.19
H -3.82 1.56 0.57
H -4.89 -0.69 0.84
H -3.79 -2.67 -0.29
O 5.34 -4.60 1.46
C 4.50 -3.86 1.02
C 3.08 -3.72 1.52
O 2.61 -4.22 2.52
C 2.41 -2.84 0.56
C 3.34 -2.33 -0.38
O 3.03 -1.47 -1.29
C 4.66 -2.91 -0.15
O 5.70 -2.68 -0.74
O 1.16 -2.52 0.58
O 0.72 2.37 -6.65
C 0.81 1.68 -5.49
C 0.32 0.39 -5.34
C 0.45 -0.22 -4.11
N 1.04 0.38 -3.06
C 1.52 1.59 -3.24
Br 2.41 2.38 -1.77
C 1.43 2.31 -4.42
H 0.28 1.83 -7.31
H -0.16 -0.13 -6.16
H 0.07 -1.22 -3.93
H 1.84 3.30 -4.51
C -1.69 2.97 2.84
N -0.31 2.50 2.78
C 0.63 3.54 2.41
C -0.03 1.19 2.46
S 1.23 0.77 1.42
N -0.79 0.27 3.08
C -1.31 0.48 4.43
C -0.72 -1.14 2.69
H -1.90 3.61 1.97
H -1.87 3.55 3.75
H -2.38 2.13 2.81
H 0.37 4.43 2.98
H 0.60 3.77 1.34
H 1.65 3.24 2.66
H -0.95 1.41 4.85
H -0.96 -0.34 5.06
H -2.40 0.47 4.45
H -0.64 -1.25 1.62
H -1.63 -1.63 3.04
H 0.15 -1.63 3.12
*
```

Löwdin population analysis, charges in e, atoms 1 to 8: 1.386, 0.764, -0.731, -0.120, -0.051, -0.002, -0.182, 0.038